1.
This record from the OMol25 dataset describes a structure of composition C29H35AsCoN7SSe. The level of theory is ωB97M-V with the def2-TZVPD basis set.

Summary:
**Energy above the lowest of the compared OMol25 structures with the same formula, charge and spin**: 0.0 kJ/mol
**Charge**: +1
**Orbital gap (spin up / spin down)**: 5.76 / 5.69 eV
**Spin multiplicity**: 4
**E_LUMO (spin up / spin down)**: -3.962 / -3.965 eV
**E_HOMO (spin up / spin down)**: -0.3573 / -0.3548 hartree

Each line ends with the Löwdin spin population.
Positions of all 75 atoms, in Å:
1 Co -0.73 1.14 0.50  2.7146
2 N -1.23 1.80 2.65  0.0350
3 C -0.95 3.22 2.89  0.0028
4 C -1.74 4.05 1.89  0.0008
5 N -1.48 3.62 0.52  0.0271
6 C -0.30 4.29 -0.04  0.0012
7 C 0.11 3.71 -1.38  0.0032
8 N 0.18 2.23 -1.33  0.0351
9 C -2.68 3.75 -0.30  0.0012
10 C -3.53 2.50 -0.16  0.0028
11 N -2.72 1.34 -0.54  0.0257
12 H -2.19 1.59 2.92  0.0009
13 H -0.62 1.25 3.25  0.0001
14 H 0.12 3.37 2.75  0.0001
15 H -1.20 3.53 3.90  0.0012
16 H -1.52 5.12 2.03  0.0006
17 H -2.80 3.91 2.10  0.0000
18 H 0.51 4.16 0.67  0.0000
19 H -0.47 5.37 -0.17  0.0006
20 H 1.08 4.14 -1.66  0.0009
21 H -0.58 4.00 -2.17  0.0001
22 H 1.15 1.94 -1.21  0.0000
23 H -0.12 1.83 -2.21  0.0011
24 H -2.41 3.87 -1.35  0.0000
25 H -3.27 4.64 -0.03  0.0007
26 H -4.44 2.59 -0.76  0.0010
27 H -3.83 2.36 0.88  -0.0001
28 H -2.52 1.38 -1.54  0.0004
29 H -3.24 0.48 -0.42  0.0005
30 S 1.44 1.42 1.51  0.0450
31 C 2.74 1.04 0.38  0.0074
32 C 3.94 1.75 0.44  0.0041
33 C 4.98 1.45 -0.43  0.0012
34 C 4.84 0.45 -1.38  0.0019
35 C 3.65 -0.26 -1.46  0.0012
36 C 2.61 0.02 -0.58  0.0030
37 As 0.89 -0.88 -0.63  0.0290
38 C 1.02 -1.87 -2.31  0.0122
39 C 1.71 -3.06 -2.45  0.0023
40 C 1.76 -3.69 -3.69  0.0006
41 C 1.13 -3.13 -4.79  0.0002
42 C 0.44 -1.94 -4.65  0.0000
43 C 0.38 -1.31 -3.41  0.0012
44 C 1.14 -2.31 0.66  0.0007
45 C 0.45 -3.51 0.49  0.0008
46 C 0.55 -4.51 1.44  -0.0002
47 C 1.32 -4.32 2.58  0.0011
48 C 2.01 -3.13 2.75  -0.0001
49 C 1.93 -2.13 1.79  0.0014
50 H 4.05 2.53 1.18  0.0007
51 H 5.90 2.01 -0.36  0.0000
52 H 5.65 0.22 -2.06  0.0001
53 H 3.54 -1.04 -2.20  0.0001
54 H 2.21 -3.51 -1.60  0.0002
55 H 2.30 -4.63 -3.79  0.0001
56 H 1.17 -3.63 -5.75  0.0000
57 H -0.05 -1.49 -5.51  0.0000
58 H -0.17 -0.38 -3.31  0.0004
59 H -0.12 -3.68 -0.41  0.0000
60 H 0.03 -5.45 1.29  0.0000
61 H 1.40 -5.11 3.32  0.0001
62 H 2.63 -2.98 3.62  0.0000
63 H 2.48 -1.20 1.93  0.0003
64 Se -2.92 -2.91 -1.84  0.0003
65 N -3.18 -3.82 -0.34  0.0003
66 C -2.78 -3.05 0.65  0.0007
67 C -2.78 -3.42 2.03  -0.0020
68 C -2.24 -2.54 2.90  0.0011
69 C -1.73 -1.29 2.43  0.0001
70 N -1.75 -0.86 1.20  0.0248
71 C -2.27 -1.75 0.28  0.0016
72 N -2.28 -1.48 -1.01  0.0006
73 H -3.16 -4.39 2.33  -0.0001
74 H -2.17 -2.76 3.96  0.0002
75 H -1.25 -0.64 3.16  0.0001

---

2.
This record from the OMol25 dataset describes a structure of composition C29H35AsF10N3Si2Ti. The level of theory is ωB97M-V with the def2-TZVPD basis set.

Summary:
**Charge**: 0
**Orbital gap (spin up / spin down)**: 7.43 / 7.66 eV
**Spin multiplicity**: 2
**E_LUMO (spin up / spin down)**: 0.105 / 0.318 eV
**E_HOMO (spin up / spin down)**: -0.2692 / -0.2700 hartree

Each line ends with the Löwdin spin population.
Positions of all 81 atoms, in Å:
1 Ti -0.11 0.40 0.21  0.9862
2 C -2.09 1.84 -3.56  0.0001
3 C -1.57 3.10 -3.64  0.0001
4 C -0.19 3.28 -3.53  0.0002
5 C 0.68 2.20 -3.33  0.0003
6 C 0.12 0.92 -3.19  0.0012
7 C -1.24 0.74 -3.31  0.0008
8 H -3.20 1.77 -3.71  0.0000
9 H -2.18 3.95 -3.84  0.0000
10 H 0.24 4.24 -3.54  0.0000
11 H 1.73 2.33 -3.24  0.0000
12 H 0.67 0.01 -2.91  0.0000
13 H -1.58 -0.28 -3.25  0.0000
14 C 2.95 -0.06 0.87  0.0039
15 N 1.85 0.71 1.44  0.0019
16 C 2.14 2.18 1.42  0.0006
17 C 1.63 2.70 0.02  0.0045
18 N 0.21 2.32 -0.08  -0.0065
19 C -0.80 3.20 0.10  0.0003
20 C -2.04 2.62 -0.15  -0.0012
21 F -2.06 1.34 -0.57  0.0090
22 C -3.26 3.19 0.13  0.0002
23 F -4.37 2.42 -0.02  0.0002
24 C -3.33 4.46 0.60  -0.0015
25 F -4.43 5.18 0.80  -0.0005
26 C -2.12 5.03 1.00  0.0004
27 F -2.20 6.19 1.68  0.0002
28 C -0.90 4.44 0.75  -0.0013
29 F 0.21 5.06 1.17  -0.0002
30 C 1.48 0.22 2.77  0.0027
31 C 0.05 0.64 3.19  0.0047
32 N -0.80 0.37 2.05  -0.0009
33 C -2.22 0.31 2.30  0.0054
34 C -3.01 -0.51 1.45  -0.0003
35 F -2.43 -1.11 0.49  0.0060
36 C -4.39 -0.52 1.45  0.0003
37 F -5.04 -1.32 0.60  0.0002
38 C -5.06 0.40 2.24  -0.0012
39 F -6.38 0.38 2.22  -0.0004
40 C -4.34 1.25 3.10  0.0005
41 F -5.05 2.04 3.89  0.0003
42 C -2.95 1.21 3.11  -0.0005
43 F -2.31 2.16 3.87  -0.0003
44 H 3.87 0.03 1.45  0.0003
45 H 2.59 -1.09 0.72  0.0000
46 H 3.22 0.41 -0.10  0.0008
47 H 1.47 2.64 2.16  0.0001
48 H 3.15 2.45 1.76  -0.0002
49 H 1.73 3.81 0.01  0.0006
50 H 2.16 2.34 -0.89  0.0009
51 H 1.44 -0.82 2.72  0.0003
52 H 2.23 0.55 3.57  0.0001
53 H -0.27 -0.09 3.95  0.0000
54 H -0.03 1.67 3.56  -0.0004
55 C 3.14 -0.97 -3.25  0.0000
56 Si 2.45 -2.40 -2.17  -0.0019
57 C 2.30 -3.87 -3.36  -0.0008
58 C 3.84 -2.94 -0.99  0.0000
59 As 0.51 -2.02 -0.85  -0.0120
60 Si 0.48 -3.83 0.57  -0.0025
61 C -1.02 -3.54 1.68  0.0002
62 C 1.82 -4.12 1.79  -0.0001
63 C 0.24 -5.43 -0.35  -0.0011
64 H 3.21 -0.02 -2.70  0.0000
65 H 2.53 -0.72 -4.17  0.0000
66 H 4.16 -1.22 -3.60  0.0000
67 H 3.21 -3.80 -3.95  -0.0001
68 H 1.46 -3.64 -4.05  0.0000
69 H 2.35 -4.85 -2.90  0.0000
70 H 4.79 -2.73 -1.46  0.0000
71 H 3.83 -4.00 -0.75  0.0000
72 H 3.82 -2.39 -0.03  0.0000
73 H -1.95 -3.62 1.21  0.0000
74 H -0.95 -2.60 2.19  0.0001
75 H -0.95 -4.33 2.44  0.0000
76 H 1.83 -3.42 2.51  0.0000
77 H 2.87 -4.13 1.37  0.0000
78 H 1.66 -5.06 2.36  0.0000
79 H -0.53 -5.34 -1.11  -0.0001
80 H -0.11 -6.11 0.43  -0.0001
81 H 1.13 -5.83 -0.85  0.0000

---

3.
This record from the OMol25 dataset describes a cluster of 2 separate species, C29H35Br2O5 in total. The level of theory is ωB97M-V with the def2-TZVPD basis set.

Summary:
**Energy above the lowest of the compared OMol25 structures with the same formula, charge and spin**: 0.0 kJ/mol
**Charge**: -1
**Orbital gap**: 3.85 eV
**E_LUMO**: 0.608 eV
**E_HOMO**: -0.1193 hartree

Each line ends with the Mulliken charge.
Positions of all 71 atoms, in Å:
1 C -2.06 1.38 -3.35  -1.4703
2 C -1.37 0.93 -2.08  0.0909
3 O -1.43 1.89 -1.05  -0.3169
4 C -0.75 1.46 0.06  0.6894
5 C -0.69 2.40 1.16  0.5314
6 C 0.11 2.21 2.33  0.6743
7 O 0.31 3.14 3.10  -0.8131
8 C 0.73 0.87 2.62  -1.3103
9 C 2.04 0.67 1.85  -0.1855
10 C 3.23 1.48 2.41  -1.0713
11 C 3.81 2.49 1.40  -1.0150
12 C 3.20 3.90 1.54  -0.1174
13 C 2.99 4.59 0.18  -1.3368
14 C 1.62 4.26 -0.43  0.2141
15 C 0.51 5.10 0.21  -0.7722
16 C -0.91 4.59 -0.09  -0.6374
17 C -1.44 3.68 1.02  -1.7931
18 O -0.19 0.37 0.11  -0.7699
19 H -1.99 0.64 -4.15  0.3771
20 H -3.11 1.58 -3.17  0.3359
21 H -1.62 2.31 -3.72  0.3850
22 H -1.81 0.00 -1.68  0.1926
23 H -0.31 0.71 -2.25  0.3058
24 H 0.91 0.78 3.70  0.4932
25 H 0.01 0.09 2.36  0.3834
26 H 2.29 -0.40 1.80  0.4061
27 H 1.85 0.94 0.80  0.1690
28 H 2.93 2.01 3.31  0.4764
29 H 4.02 0.79 2.75  0.4188
30 H 4.90 2.55 1.49  0.4243
31 H 3.64 2.11 0.39  0.4070
32 H 2.24 3.84 2.06  0.0318
33 H 3.83 4.52 2.20  0.4762
34 H 3.08 5.68 0.27  0.3916
35 H 3.80 4.30 -0.50  0.3954
36 H 1.62 4.41 -1.51  0.4881
37 H 1.41 3.19 -0.29  -0.2988
38 H 0.64 5.13 1.29  0.2738
39 H 0.62 6.14 -0.13  0.4742
40 H -1.60 5.43 -0.25  0.3207
41 H -0.91 4.03 -1.04  0.2036
42 H -2.50 3.45 0.84  0.4899
43 H -1.42 4.21 1.98  0.4041
44 C -5.94 -4.51 -1.70  -0.8449
45 O -5.14 -3.56 -2.36  -0.4627
46 C -3.78 -3.69 -2.14  1.0034
47 C -3.19 -4.70 -1.35  -0.3469
48 C -1.85 -4.74 -1.15  -1.1753
49 C -0.99 -3.78 -1.72  0.5019
50 C 0.43 -3.78 -1.46  -0.8939
51 C 1.02 -4.06 -0.25  1.0659
52 C 2.46 -4.14 -0.13  -0.6188
53 C 3.04 -4.31 1.07  -0.3101
54 Br 4.89 -4.42 1.28  -0.1432
55 C 2.28 -4.41 2.29  0.6573
56 O 2.81 -4.55 3.38  -0.6685
57 C 0.84 -4.30 2.16  -0.5274
58 Br -0.18 -4.31 3.72  -0.1478
59 C 0.25 -4.16 0.96  -0.3435
60 C -1.57 -2.81 -2.56  -0.4267
61 C -2.92 -2.76 -2.75  -0.4940
62 H -6.99 -4.27 -1.90  0.2381
63 H -5.73 -5.51 -2.09  0.3410
64 H -5.77 -4.46 -0.63  0.3532
65 H -3.82 -5.45 -0.91  0.3875
66 H -1.42 -5.53 -0.56  0.6423
67 H 1.07 -3.45 -2.26  0.4167
68 H 3.07 -4.08 -1.01  0.4542
69 H -0.82 -4.04 0.92  0.5708
70 H -0.93 -2.07 -3.02  0.3650
71 H -3.37 -1.98 -3.34  0.3900